The following is a DFT calculation (the ωB97M-V functional and the def2-TZVPD basis) of C22H33N3O2 as an isolated structure in a non-equilibrium geometry.

Calculated values
relative energy (zero: lowest compared OMol25 entry of this formula, charge and spin) = 22.846 eV
E_tot = -1172.09261 a.u.
HOMO energy = -8.0 eV

Cartesian coordinates (Å):
O 1.4699 1.3037 -1.4676
C 0.3049 0.8328 -1.2800
N -0.3594 -0.1870 -1.8485
H -1.1606 -0.4359 -1.6528
C 0.5808 -1.0480 -2.9632
C 0.1805 -2.3108 -2.5620
H 0.7575 -2.8265 -3.2521
H 0.4935 -2.7022 -1.4276
C -1.2684 -2.7874 -2.6608
N -2.2189 -2.0478 -1.8373
C -2.4067 -2.6694 -0.2949
H -2.5878 -1.9762 0.3738
H -1.2413 -3.1113 -0.3549
C -3.4069 -3.8636 -0.3580
H -3.0564 -4.6759 -1.2252
H -3.1438 -4.2427 0.5033
C -4.7841 -3.3805 -0.6137
C -5.3776 -3.1273 -1.8909
C -4.4941 -2.7793 -2.8249
H -5.0552 -2.1374 -3.6704
H -3.7156 -3.5101 -3.2719
C -3.5062 -1.3820 -2.2365
H -3.2813 -0.8541 -3.0781
H -4.0512 -0.7981 -1.5411
H -6.1811 -2.7784 -1.5786
H -5.8190 -4.2340 -2.2411
H -4.8146 -2.4834 -0.0421
H -5.4845 -4.2444 0.1991
H -1.4593 -3.6834 -2.6582
H -1.6686 -2.3888 -3.7909
H 0.0804 -0.7552 -3.7280
H 1.6172 -0.8187 -2.7402
C -0.5221 1.5920 -0.1269
C -0.7092 0.6428 0.8953
C 0.3449 0.9433 1.9860
O 0.4576 0.1877 3.1306
N 0.9144 1.9464 1.7469
C 1.8323 2.8646 2.4048
H 1.9390 2.2958 3.4936
H 1.8874 3.8605 2.5785
C 3.1909 2.3083 1.6371
C 4.4043 3.1331 2.5365
C 5.0402 4.1609 1.9738
C 6.0921 4.7756 2.5189
C 6.6542 4.1264 3.8711
C 5.9874 2.8510 4.1162
C 4.9857 2.3151 3.4451
H 4.5822 1.3522 3.7635
H 6.4935 2.3737 5.2072
H 7.4207 4.7308 4.3817
H 6.3835 5.5825 2.2891
H 4.5343 4.4611 1.1210
H 3.1744 2.2766 0.6882
H 3.3138 1.1801 1.7266
C 0.1903 2.7648 0.4148
H -0.5204 3.7063 0.8485
H 1.1990 3.0383 -0.1432
H -1.7359 0.9315 1.4822
H -0.8427 -0.4294 0.7790
H -1.6335 2.1316 -0.7504

Charges per atom according to Löwdin partitioning, unit e: -0.01 -0.40 0.17 -0.04 -0.04 -0.24 0.10 0.18 -0.18 -0.21 -0.05 0.04 0.16 -0.20 0.18 0.04 -0.26 -0.36 -0.16 0.15 0.13 -0.06 0.05 0.10 0.04 0.18 0.09 0.21 0.00 0.20 0.06 0.13 -0.31 -0.11 -0.48 -0.12 -0.03 -0.06 0.18 0.08 -0.02 -0.19 -0.11 0.01 0.02 -0.14 -0.13 0.13 0.17 0.08 -0.03 0.10 0.00 0.13 0.00 0.18 0.14 0.18 0.11 0.23